DFT (ωB97M-V with the def2-TZVPD basis set) results for a gas-phase ion, C2H6Cl2NS (charge +1) at a distorted geometry.

Each line ends with the natural charge from an NBO analysis.
Geometry (Å):
N -1.031 0.248 -0.370  -0.762
C 0.379 0.091 0.041  -0.281
C 0.377 -0.876 1.535  -0.275
S 2.031 -1.345 1.839  0.146
Cl -0.686 -2.286 1.058  0.026
Cl -0.394 0.081 2.778  0.082
H -1.367 -0.729 0.071  0.444
H -1.162 0.127 -1.382  0.457
H -1.512 1.118 0.058  0.476
H 0.990 -0.567 -0.662  0.257
H 0.946 1.013 0.470  0.275
H 1.984 -2.337 0.905  0.155

Molecular weight: 147.050 g/mol
Total charge: +1
ΔE to the lowest compared entry with this formula, charge and spin: 0.0 kJ/mol
Calculated total energy: -39533.3291 eV

---

DFT (ωB97M-V with the def2-TZVPD basis set) results for 2 unconnected molecules or ions with the total composition C2H6Cl2Si at a distorted geometry.

Each line ends with the natural charge from an NBO analysis.
Geometry (Å):
C -0.539 -1.168 0.438  -0.664
C -0.034 0.201 0.217  -0.584
Si 2.372 0.479 -0.590  1.109
Cl 3.179 -1.324 -0.154  -0.371
Cl 3.391 1.798 0.508  -0.357
H -0.933 -1.823 -0.356  0.215
H -0.023 -1.908 1.122  0.225
H -1.538 -0.973 1.005  0.208
H -0.042 0.683 1.190  0.201
H -0.630 0.880 -0.375  0.206
H 2.384 0.812 -1.960  -0.188

Molecular weight: 129.062 g/mol
ΔE to the lowest compared entry with this formula, charge and spin: 128.6 kJ/mol
Calculated total energy: -35094.4415 eV

---

DFT (ωB97M-V with the def2-TZVPD basis set) results for a molecular structure, C2H6Cl3O2Zn at a distorted geometry.

Each line ends with the natural charge from an NBO analysis.
Geometry (Å):
Zn -2.939 0.047 2.715  0.957
Cl -2.250 -3.776 3.041  -0.663
Cl -2.805 2.483 5.649  -0.646
Cl -5.827 1.377 0.471  -0.649
C 1.405 -0.468 -1.954  -0.089
C 0.948 0.646 -1.060  -0.100
O 0.546 0.201 0.282  -0.715
O 2.607 -1.145 -1.574  -0.711
H 1.525 0.050 -2.906  0.162
H 0.572 -1.162 -2.067  0.183
H 0.068 1.123 -1.491  0.200
H 1.782 1.346 -1.022  0.156
H 1.380 0.005 0.715  0.457
H 2.988 -0.726 -0.799  0.458

Molecular weight: 233.817 g/mol
Total charge: -1
Calculated total energy: -92248.8993 eV

---

DFT (ωB97M-V with the def2-TZVPD basis set) results for 2 unconnected molecules or ions with the total composition C2H6Cl3PSi at a distorted geometry.

Each line ends with the natural charge from an NBO analysis.
Geometry (Å):
C -0.846 0.444 -1.381  -1.278
C -1.137 -1.115 1.307  -1.176
Si -0.257 0.299 0.358  1.526
P 1.414 1.559 1.307  0.403
Cl 2.348 -0.676 -1.584  -0.795
Cl 2.878 0.206 1.525  -0.184
Cl 2.026 2.401 -0.434  -0.212
H -1.883 0.270 -1.633  0.262
H -0.384 1.308 -1.901  0.291
H -0.283 -0.337 -1.985  0.357
H -2.120 -1.022 1.777  0.277
H -1.313 -1.897 0.578  0.272
H -0.443 -1.439 2.066  0.259

Molecular weight: 195.489 g/mol
ΔE to the lowest compared entry with this formula, charge and spin: 398.2 kJ/mol
Calculated total energy: -56904.6610 eV

---

DFT (ωB97M-V with the def2-TZVPD basis set) results for a single C2H6ClOPS molecule at a distorted geometry.

Each line ends with the natural charge from an NBO analysis.
Geometry (Å):
C -0.395 -1.778 -0.920  -0.268
O 0.368 -0.601 -0.715  -0.812
P -0.279 0.735 -0.035  1.484
C 0.981 1.308 1.172  -0.942
S -2.114 0.570 0.543  -0.545
Cl -0.126 1.963 -1.568  -0.248
H -1.388 -1.718 -0.342  0.209
H 0.081 -2.684 -0.536  0.188
H -0.650 -2.004 -1.937  0.188
H 1.406 0.492 1.584  0.246
H 1.655 1.945 0.790  0.243
H 0.459 1.771 1.964  0.256

Molecular weight: 144.563 g/mol
ΔE to the lowest compared entry with this formula, charge and spin: 0.0 kJ/mol
Calculated total energy: -36866.6288 eV

---

DFT (ωB97M-V with the def2-TZVPD basis set) results for a single C2H6ClOPS molecule.

Each line ends with the natural charge from an NBO analysis.
Geometry (Å):
C 1.074 -0.759 0.531  -0.956
P -0.570 -1.252 -0.155  0.653
C -1.188 0.432 -0.619  -0.955
S -1.520 -1.155 1.839  1.010
O -2.941 -1.298 1.609  -0.911
Cl -0.760 -3.004 2.459  -0.274
H 1.547 -1.623 0.989  0.249
H 0.981 0.040 1.266  0.225
H 1.699 -0.421 -0.292  0.241
H -2.260 0.375 -0.792  0.251
H -0.703 0.733 -1.545  0.243
H -0.981 1.168 0.157  0.224

Molecular weight: 144.563 g/mol
ΔE to the lowest compared entry with this formula, charge and spin: 169.4 kJ/mol
Calculated total energy: -36864.8729 eV

---

DFT (ωB97M-V with the def2-TZVPD basis set) results for a molecular structure, C2H6CoO at a distorted geometry.

Each line ends with the natural charge from an NBO analysis.
Geometry (Å):
H -3.491 0.777 -0.740  -0.517
C 0.901 -0.822 0.811  -0.233
O -0.223 -0.156 0.294  -0.655
C -0.010 0.778 -0.820  -0.600
H 0.572 -1.479 1.626  0.193
H 1.385 -1.425 0.025  0.180
H 1.632 -0.092 1.199  0.179
H 0.449 0.225 -1.658  0.167
H 0.703 1.555 -0.492  0.164
Co -1.916 0.639 -0.245  1.123

Molecular weight: 105.002 g/mol
Multiplicity: 4
Calculated total energy: -41841.4180 eV

---

DFT (ωB97M-V with the def2-TZVPD basis set) results for a molecular structure, C2H6F3InO2 at a distorted geometry.

Each line ends with the Mulliken charge.
Geometry (Å):
In 13.999 -14.973 19.512  1.689
F 13.831 -13.776 21.479  -0.603
F 13.749 -14.374 17.240  -0.675
F 13.764 -17.307 19.789  -0.754
C 16.692 -16.808 17.057  -0.455
C 15.373 -16.082 17.035  -0.420
O 14.812 -16.418 18.306  -0.365
O 16.537 -18.177 16.804  -0.512
H 17.124 -16.659 18.047  0.236
H 17.306 -16.382 16.263  0.406
H 14.673 -16.447 16.283  0.283
H 15.477 -15.001 16.954  0.440
H 14.738 -17.370 18.405  0.408
H 17.378 -18.446 16.427  0.322

Molecular weight: 233.880 g/mol
ΔE to the lowest compared entry with this formula, charge and spin: 0.0 kJ/mol
Calculated total energy: -19589.0664 eV

---

DFT (ωB97M-V with the def2-TZVPD basis set) results for 2 unconnected molecules or ions with the total composition C2H6IN at a distorted geometry.

Each line ends with the natural charge from an NBO analysis.
Geometry (Å):
C -0.897 -0.809 0.151  -0.676
C -0.241 0.349 -0.551  -0.124
N 1.316 1.218 0.348  -0.862
I 2.809 -0.044 -0.127  0.251
H -1.029 -0.819 1.167  0.230
H -1.895 -0.957 -0.157  0.231
H -0.374 -1.697 -0.215  0.218
H 0.245 0.290 -1.430  0.190
H -0.945 1.273 -0.498  0.194
H 1.011 1.196 1.313  0.348

Molecular weight: 170.981 g/mol
ΔE to the lowest compared entry with this formula, charge and spin: 164.1 kJ/mol
Calculated total energy: -11758.9642 eV

---

DFT (ωB97M-V with the def2-TZVPD basis set) results for 2 unconnected molecules or ions with the total composition C2H6IN2O at a distorted geometry.

Each line ends with the natural charge from an NBO analysis.
Geometry (Å):
C 0.245 0.839 -0.135  0.085
C -1.144 -0.721 0.778  -0.284
N -0.791 -1.903 0.484  -0.012
N -0.355 1.982 -0.154  -0.621
O -1.407 -2.551 -0.467  -0.458
I -2.966 0.131 -0.100  0.117
H 0.283 0.471 -1.143  0.234
H 0.997 0.633 0.578  0.242
H -1.003 -0.585 1.911  0.283
H -0.883 2.245 -0.940  0.435
H -0.224 2.704 0.674  0.452
H -0.921 -3.501 -0.644  0.528

Molecular weight: 200.987 g/mol
Total charge: +1
ΔE to the lowest compared entry with this formula, charge and spin: 355.9 kJ/mol
Calculated total energy: -15288.6055 eV

---

DFT (ωB97M-V with the def2-TZVPD basis set) results for 2 unconnected molecules or ions with the total composition C2H6IN2S at a distorted geometry.

Each line ends with the natural charge from an NBO analysis.
Geometry (Å):
C 0.818 -0.482 0.128  0.263
C -1.524 0.373 0.209  -0.691
N 0.992 -1.515 0.597  -0.466
N 3.523 -1.681 0.746  -1.121
S 0.132 1.027 -0.222  0.395
I 4.004 0.270 0.469  0.588
H -1.583 0.307 1.315  0.256
H -1.671 -0.468 -0.382  0.242
H -2.207 1.205 -0.178  0.265
H 3.571 -2.019 -0.181  0.400
H 2.102 -1.757 1.008  0.450
H 4.037 -2.196 1.465  0.419

Molecular weight: 217.055 g/mol
Total charge: +1
ΔE to the lowest compared entry with this formula, charge and spin: 228.0 kJ/mol
Multiplicity: 3
Calculated total energy: -24075.1231 eV

---

DFT (ωB97M-V with the def2-TZVPD basis set) results for a molecular structure, C2H6InO2.

Each line ends with the Mulliken charge.
Geometry (Å):
O 2.080 -1.006 0.740  -0.606
C 1.373 -0.276 0.076  0.420
O 1.516 -0.277 -1.318  -0.439
C 0.335 0.611 0.564  -0.798
In -1.713 -0.249 -0.012  0.521
H 2.174 0.381 -1.542  0.286
H 0.458 1.602 0.142  0.300
H 0.386 0.676 1.641  0.307
H -2.106 -1.393 1.312  -0.327
H -2.951 1.028 -0.037  -0.353
H -1.549 -1.099 -1.567  -0.312

Molecular weight: 176.886 g/mol
Total charge: -1
Calculated total energy: -11439.3497 eV

---

DFT (ωB97M-V with the def2-TZVPD basis set) results for a molecular structure, C2H6KO2 at a distorted geometry.

Each line ends with the natural charge from an NBO analysis.
Geometry (Å):
O 1.994 0.311 1.243  -0.784
O 1.101 1.837 3.423  -0.739
C 2.173 -0.089 2.594  -0.087
C 2.324 1.100 3.513  -0.098
H 1.260 0.960 1.250  0.498
H 1.230 2.709 3.852  0.489
H 1.326 -0.712 2.940  0.184
H 3.087 -0.712 2.628  0.181
H 2.517 0.762 4.549  0.187
H 3.186 1.717 3.194  0.171
K 3.172 -0.796 -1.476  0.998

Molecular weight: 101.166 g/mol
Total charge: +1
ΔE to the lowest compared entry with this formula, charge and spin: 32.9 kJ/mol
Calculated total energy: -22585.7661 eV

---

DFT (ωB97M-V with the def2-TZVPD basis set) results for a gas-phase ion, C2H6N (charge +1) at a distorted geometry.

Each line ends with the natural charge from an NBO analysis.
Geometry (Å):
C -0.264 -0.171 -1.209  0.138
N -0.197 -0.377 0.048  -0.368
C 0.474 0.477 1.036  -0.430
H 0.067 0.787 -1.577  0.232
H -0.673 -0.954 -1.826  0.242
H -0.463 -1.295 0.405  0.442
H -0.145 0.516 1.927  0.254
H 1.426 0.001 1.261  0.252
H 0.657 1.451 0.596  0.239

Molecular weight: 44.077 g/mol
Total charge: +1
ΔE to the lowest compared entry with this formula, charge and spin: 0.0 kJ/mol
Calculated total energy: -3653.7157 eV

---

DFT (ωB97M-V with the def2-TZVPD basis set) results for a gas-phase ion, C2H6N (charge +1) at a distorted geometry.

Each line ends with the natural charge from an NBO analysis.
Geometry (Å):
C 0.747 -1.037 -0.364  -0.333
C 0.477 0.240 -0.309  -0.068
N -0.833 0.663 0.300  -0.696
H 1.765 -1.392 -0.520  0.263
H 0.247 -1.816 0.214  0.229
H 1.017 1.064 -0.747  0.247
H -0.812 1.639 0.602  0.453
H -0.951 0.072 1.125  0.452
H -1.658 0.566 -0.299  0.454

Molecular weight: 44.077 g/mol
Total charge: +1
ΔE to the lowest compared entry with this formula, charge and spin: 40.8 kJ/mol
Calculated total energy: -3653.2926 eV

---

DFT (ωB97M-V with the def2-TZVPD basis set) results for 2 unconnected molecules or ions with the total composition C2H6N2 at a distorted geometry.

Each line ends with the natural charge from an NBO analysis.
Geometry (Å):
C 1.421 -2.533 -3.039  -0.057
N 0.427 -1.899 -3.548  -0.566
H 2.465 -2.179 -2.976  0.147
H 1.661 -3.556 -2.862  0.147
H -0.325 -2.627 -3.626  0.329
C -1.417 2.442 3.442  0.014
N -0.186 2.187 3.007  -0.684
H -1.719 2.692 4.544  0.162
H -2.331 2.533 2.779  0.136
H 0.004 2.941 2.278  0.372

Molecular weight: 58.084 g/mol
ΔE to the lowest compared entry with this formula, charge and spin: 425.4 kJ/mol
Calculated total energy: -5147.5113 eV

---

DFT (ωB97M-V with the def2-TZVPD basis set) results for 2 unconnected molecules or ions with the total composition C2H6N2 at a distorted geometry.

Each line ends with the natural charge from an NBO analysis.
Geometry (Å):
C -5.688 3.186 -1.146  -0.075
N -4.421 3.640 -1.086  -0.573
H -5.846 2.140 -0.868  0.168
H -6.444 3.614 -1.764  0.155
H -4.397 4.556 -1.649  0.324
C 5.588 -3.508 1.003  -0.033
N 5.205 -3.493 2.256  -0.607
H 6.079 -4.460 0.721  0.150
H 5.632 -2.751 0.299  0.154
H 4.292 -2.923 2.232  0.336

Molecular weight: 58.084 g/mol
ΔE to the lowest compared entry with this formula, charge and spin: 345.6 kJ/mol
Calculated total energy: -5148.3381 eV

---

DFT (ωB97M-V with the def2-TZVPD basis set) results for a single C2H6N2O molecule at a distorted geometry.

Each line ends with the natural charge from an NBO analysis.
Geometry (Å):
N -0.473 -0.486 -1.631  -0.812
C 0.148 0.319 -0.707  -0.302
C -0.185 -0.059 0.736  0.617
N 0.675 0.327 1.681  -0.803
O -0.916 -1.111 0.752  -0.645
H -0.323 -1.401 -1.480  0.363
H -1.538 -0.550 -1.615  0.371
H -0.064 1.485 -0.946  0.192
H 1.244 0.259 -0.760  0.206
H 0.279 0.135 2.633  0.422
H 1.152 1.084 1.337  0.391

Molecular weight: 74.083 g/mol
ΔE to the lowest compared entry with this formula, charge and spin: 176.1 kJ/mol
Calculated total energy: -7197.9625 eV

---

DFT (ωB97M-V with the def2-TZVPD basis set) results for a single C2H6N2O molecule at a distorted geometry.

Each line ends with the natural charge from an NBO analysis.
Geometry (Å):
C 0.576 1.411 0.046  -0.747
C 0.633 -0.199 -0.016  0.687
O 1.737 -0.753 -0.043  -0.591
N -0.716 -0.784 0.086  -0.491
N -1.792 0.028 -0.059  -0.665
H 1.174 1.710 -0.840  0.237
H -0.422 1.936 -0.096  0.225
H 0.797 1.673 1.099  0.242
H -0.752 -1.784 0.128  0.378
H -1.989 0.315 -0.972  0.359
H -2.402 0.195 0.654  0.366

Molecular weight: 74.083 g/mol
ΔE to the lowest compared entry with this formula, charge and spin: 232.3 kJ/mol
Calculated total energy: -7197.3800 eV

---

DFT (ωB97M-V with the def2-TZVPD basis set) results for a single C2H6N2O molecule at a distorted geometry.

Each line ends with the natural charge from an NBO analysis.
Geometry (Å):
H 2.493 -1.114 0.035  0.341
N 1.482 -0.911 -0.202  -0.702
C 1.282 0.319 0.159  0.238
N 0.042 0.904 0.166  -0.330
O -0.946 0.340 -0.565  -0.381
C -1.621 -0.628 0.295  -0.278
H 1.940 0.977 0.703  0.155
H 0.019 1.876 -0.042  0.370
H -1.897 -0.179 1.281  0.185
H -1.003 -1.569 0.359  0.211
H -2.618 -0.811 -0.288  0.192

Molecular weight: 74.083 g/mol
ΔE to the lowest compared entry with this formula, charge and spin: 331.2 kJ/mol
Calculated total energy: -7196.3551 eV